# 1
# C30H33ClN4O4PRh

A molecular structure, C30H33ClN4O4PRh at a distorted geometry (ωB97M-V/def2-TZVPD, OMol25).

```
74
Properties=species:S:1:pos:R:3:forces:R:3
Rh 0.578023 0.547397 -1.117271 -0.35 -0.44 0.07
O 5.425882 2.946284 -3.258987 1.06 0.12 1.01
C 5.603567 2.668732 -2.029898 -2.46 -0.54 -1.39
O 6.686022 2.912444 -1.454740 1.41 0.38 0.53
C 4.545764 2.043529 -1.224744 0.58 0.15 0.28
C 4.595936 1.693716 0.126564 -0.19 -0.11 0.17
Cl 5.859130 1.843131 1.221437 0.13 0.04 0.01
N 3.409071 1.154039 0.452162 0.27 0.11 -0.16
N 2.599380 1.129051 -0.626569 0.50 0.26 -0.17
C 3.263289 1.659857 -1.639847 -0.44 -0.16 0.07
C 2.551018 1.755249 -2.961267 -1.20 -0.58 0.16
O 3.143662 2.255921 -3.918817 0.86 0.39 -0.22
O 1.371125 1.285015 -2.971713 0.86 0.47 -0.34
C 2.931688 0.635338 1.704296 -0.01 -0.07 0.09
C 2.878971 1.463016 2.813091 0.01 0.01 0.00
C 2.374064 0.946445 3.997837 0.00 0.00 0.01
C 1.920333 -0.365734 4.052672 0.01 0.02 -0.01
C 1.977856 -1.177713 2.926870 0.03 0.01 -0.01
C 2.494338 -0.680435 1.739190 0.05 -0.02 0.00
H 4.455503 2.674274 -3.607618 -0.94 -0.28 -0.25
H 3.225065 2.486818 2.754751 -0.01 0.01 0.01
H 2.337577 1.571158 4.879932 0.00 0.00 0.00
H 1.534065 -0.760781 4.982651 0.00 0.00 0.00
H 1.643473 -2.205732 2.973677 0.00 0.00 -0.01
H 2.578439 -1.313379 0.864311 -0.03 0.00 -0.01
C 0.446630 -1.985896 -3.507227 -0.07 -0.14 -0.01
P 0.029095 -1.725283 -1.767908 0.13 0.49 0.15
C -1.752866 -1.862955 -1.571584 -0.04 -0.10 -0.02
C -2.583339 -2.236672 -2.625730 0.00 0.00 0.06
C -3.955702 -2.312414 -2.429440 -0.02 0.02 0.01
C -4.499758 -2.022080 -1.187496 0.00 0.00 -0.01
C -3.675338 -1.644713 -0.132610 -0.01 0.00 -0.02
C -2.308715 -1.554527 -0.326003 0.01 -0.01 -0.02
C 0.848666 -3.020767 -0.822528 -0.01 -0.14 -0.02
C 0.161976 -3.844463 0.066572 0.05 0.01 -0.07
C 0.854292 -4.809953 0.784796 0.05 -0.01 0.02
C 2.224265 -4.955739 0.620907 -0.01 -0.01 0.01
C 2.912680 -4.137703 -0.268265 -0.01 -0.01 0.02
C 2.229741 -3.170174 -0.984768 -0.06 0.00 0.03
H 0.125088 -2.976099 -3.830955 0.01 0.01 -0.04
H 1.525967 -1.909782 -3.630701 -0.01 0.01 0.01
H -0.018641 -1.212023 -4.117059 0.00 0.00 0.01
H -2.174142 -2.474305 -3.598470 0.01 0.00 0.00
H -4.597868 -2.606628 -3.248302 0.00 0.00 0.00
H -5.568877 -2.092819 -1.038181 0.00 0.00 0.00
H -4.102096 -1.427193 0.837905 0.00 0.00 0.00
H -1.665136 -1.258226 0.497261 0.00 0.00 -0.02
H -0.909895 -3.754871 0.183792 0.00 0.00 -0.01
H 0.317206 -5.460358 1.462081 0.00 0.00 0.01
H 2.756792 -5.716581 1.175583 0.00 0.00 0.00
H 3.977968 -4.262731 -0.408592 0.00 -0.01 0.00
H 2.775243 -2.539378 -1.679283 -0.01 0.00 -0.01
C -4.132645 2.193172 -0.997608 0.00 0.01 -0.01
C -3.324312 3.239199 -0.237994 0.02 -0.05 0.04
N -2.574314 2.686586 0.902714 -0.17 0.11 0.10
C -3.122333 2.958580 2.243175 0.01 0.00 -0.07
C -4.316232 2.080685 2.581440 0.00 0.02 0.02
C -1.494624 1.945589 0.711990 0.13 -0.18 -0.37
C -0.804929 1.315670 1.885336 0.02 0.00 0.02
N -0.985892 1.727442 -0.489491 -0.13 0.19 0.26
H -4.637330 2.666500 -1.839019 0.00 0.00 -0.01
H -4.891252 1.748136 -0.355744 0.00 0.00 0.00
H -3.512182 1.383938 -1.385753 0.00 0.01 0.01
H -3.986715 4.001233 0.167004 -0.01 0.00 0.00
H -2.628690 3.766994 -0.895837 0.00 0.00 0.00
H -3.404275 4.011275 2.258118 0.00 0.00 0.02
H -2.332199 2.841334 2.979052 0.00 -0.01 0.00
H -5.150336 2.261731 1.904505 0.00 0.00 -0.01
H -4.658251 2.300943 3.591869 -0.01 0.00 0.00
H -4.055184 1.021951 2.532762 0.00 0.00 0.00
H -0.323324 2.074448 2.503227 -0.01 0.01 0.01
H -0.032793 0.626345 1.542885 -0.02 0.01 -0.03
H -1.508870 0.767723 2.510779 0.00 0.00 0.01
H -1.479797 2.187218 -1.245175 0.02 0.02 0.06
```
Positions in Å, forces in eV/Å.

Values from the calculation:
net charge: +2
HOMO-LUMO gap (alpha / beta): 7.21 / 4.05 eV
largest force on an atom: 2.9 eV Å⁻¹
spin multiplicity: 5
calculated total energy: -70600.013 eV
lowest unoccupied orbital energy (alpha / beta): -6.101 / -10.082 eV
HOMO (alpha / beta): -13.31 / -14.13 eV
molar mass: 683.0 g mol⁻¹

# 2
# C30H33ClNO8PdS4

A molecular structure, C30H33ClNO8PdS4 (ωB97M-V/def2-TZVPD, OMol25).

```
78
Properties=species:S:1:pos:R:3:forces:R:3
Pd 1.070364 -0.408193 1.355986 0.26 0.28 0.23
O 0.145813 1.050896 -0.076951 -0.03 0.04 -0.11
S 0.955933 1.700116 -1.175071 -0.04 0.04 0.08
C 0.025361 1.408064 -2.714480 0.03 -0.05 0.00
C -0.370737 -0.065758 -2.855054 0.00 0.05 0.05
C -1.866413 -0.326699 -2.660762 0.01 0.01 -0.01
C -2.460641 0.156834 -1.345047 0.00 0.04 0.02
S -2.055275 -0.895279 0.094987 -0.21 0.05 0.00
O -0.830219 -1.676399 -0.227105 0.15 -0.22 -0.02
C -3.407299 -2.062249 -0.118696 0.00 0.00 -0.03
C -4.689526 -1.720816 0.289983 0.00 0.01 0.01
C -5.719424 -2.635296 0.136716 0.01 0.00 0.00
C -5.459766 -3.885634 -0.412338 0.00 -0.01 0.00
C -4.171377 -4.222460 -0.800963 0.00 0.00 -0.01
C -3.134592 -3.310540 -0.650012 0.01 0.01 0.01
C 0.608038 3.447367 -1.042236 0.03 -0.01 -0.06
C -0.567927 3.864522 -0.439563 -0.01 0.02 0.01
C -0.843879 5.220824 -0.365466 -0.01 0.00 0.00
C 0.050632 6.143878 -0.893321 0.00 -0.01 0.00
C 1.228144 5.713884 -1.488189 -0.01 0.00 0.00
C 1.514565 4.357491 -1.560326 0.02 0.00 0.02
H 0.712477 1.715511 -3.507220 -0.02 0.00 0.00
H -0.831288 2.085022 -2.722987 0.01 0.00 0.01
H 0.189845 -0.672691 -2.145839 -0.03 0.03 -0.02
H -0.095702 -0.401668 -3.855306 0.00 -0.02 -0.01
H -2.049051 -1.398273 -2.774819 0.01 0.00 -0.03
H -2.414142 0.166598 -3.469779 -0.03 -0.01 0.00
H -3.551154 0.193787 -1.380671 0.01 0.00 0.00
H -2.094958 1.147038 -1.078676 0.02 0.01 0.02
H -4.877708 -0.748765 0.732968 0.00 -0.01 0.00
H -6.722328 -2.378531 0.453228 0.00 0.00 0.00
H -6.263918 -4.601056 -0.528884 0.00 0.00 0.00
H -3.969822 -5.198367 -1.223557 0.00 0.00 0.00
H -2.115309 -3.546013 -0.929795 0.00 0.00 0.00
H -1.234411 3.125742 -0.010554 0.01 0.01 0.01
H -1.754659 5.558905 0.112197 0.00 0.00 0.00
H -0.166677 7.202425 -0.831270 0.00 0.00 0.00
H 1.930732 6.434527 -1.885933 0.00 0.00 0.00
H 2.440919 4.010914 -2.002861 -0.01 0.00 0.00
Cl -1.272693 -2.106124 3.265986 0.03 -0.07 0.01
C -0.101050 -1.599322 4.456731 0.01 -0.01 -0.04
C -0.551943 -1.344589 5.739609 0.00 0.01 0.01
C 0.343034 -0.903762 6.702422 0.02 -0.01 -0.03
C 1.675631 -0.720581 6.363495 -0.02 0.00 0.02
C 2.104057 -0.987156 5.075841 0.00 0.01 -0.01
C 1.233173 -1.440034 4.084968 -0.03 -0.01 0.08
C 1.729900 -1.701391 2.710747 -0.02 -0.09 -0.07
H -1.599883 -1.481026 5.970120 0.00 0.00 0.00
H -0.004999 -0.693408 7.705643 0.00 0.00 0.00
H 2.380269 -0.349324 7.096155 0.00 0.00 0.00
H 3.137026 -0.805375 4.807144 0.00 0.00 0.00
H 1.381530 -2.666792 2.325989 -0.03 0.00 0.02
H 2.823609 -1.689993 2.719025 0.00 0.01 0.02
N 2.777768 -1.050554 0.132628 -0.19 -0.14 -0.07
C 2.610629 -1.381406 -1.258251 0.04 -0.02 -0.02
C 3.159402 -0.572135 -2.244298 0.02 -0.01 0.00
C 2.926153 -0.859082 -3.580779 -0.01 -0.01 -0.01
C 2.158325 -1.959126 -3.935151 0.00 0.03 -0.01
C 1.654884 -2.792754 -2.947265 0.03 -0.02 0.01
C 1.869594 -2.500834 -1.607856 0.02 -0.01 0.02
S 1.699755 -2.178366 -5.657314 0.02 0.00 -0.03
O 2.902684 -1.846904 -6.401807 -0.01 -0.01 0.01
O 0.621820 -1.202633 -5.818781 -0.01 0.01 0.02
O 1.266837 -3.561086 -5.755786 0.00 -0.01 0.01
H 3.348710 -0.219004 0.257944 0.02 0.00 -0.03
H 3.222943 -1.811084 0.632792 -0.01 -0.01 0.01
H 3.760829 0.285029 -1.961319 0.00 0.01 0.00
H 3.336269 -0.237612 -4.367111 0.00 0.01 0.01
H 1.066529 -3.651371 -3.244145 0.00 0.01 0.00
H 1.417714 -3.102876 -0.827894 0.00 0.00 -0.01
C 0.795442 3.619229 2.943221 -0.01 0.00 0.06
S 1.657313 2.069126 2.951552 0.01 0.03 -0.15
O 2.492678 2.054533 1.750647 -0.12 0.06 0.10
O 2.381514 2.019896 4.202126 0.00 -0.06 -0.02
O 0.546913 1.066573 2.873086 0.09 0.09 -0.05
H 1.532678 4.419137 2.965693 0.01 -0.01 0.01
H 0.166358 3.652471 3.830264 -0.01 0.02 -0.01
H 0.193975 3.680049 2.041601 -0.01 0.00 -0.01
```
Positions in Å, forces in eV/Å.

Values from the calculation:
net charge: -1
HOMO-LUMO gap: 7.84 eV
largest force on an atom: 0.4 eV Å⁻¹
spin multiplicity: 1
calculated total energy: -108860.755 eV
lowest unoccupied orbital energy: 2.042 eV
HOMO: -5.79 eV
molar mass: 805.7 g mol⁻¹

# 3
# C30H33CrN2O11

A molecular structure, C30H33CrN2O11 at a distorted geometry (ωB97M-V/def2-TZVPD, OMol25).

```
77
Properties=species:S:1:pos:R:3:forces:R:3
C 0.248498 -0.904642 -5.392334 0.12 -0.69 -0.79
C -0.069012 -1.479993 -4.006903 0.11 0.17 0.09
C -0.094873 0.604603 -5.334188 -0.09 -0.15 0.10
C -1.056462 0.733510 -4.131579 -0.39 -0.23 0.63
H -0.601924 0.889713 -6.265884 0.32 -0.01 0.26
H 0.812523 1.212308 -5.207973 -0.28 -0.25 -0.10
C -1.305717 -0.680163 -3.572418 0.27 -0.17 -0.30
H 0.779934 -1.248249 -3.337175 -0.35 -0.23 -0.22
H -0.246585 -2.564977 -4.030940 0.25 0.38 0.09
C -1.444840 -0.535521 -2.075045 -0.61 0.59 0.72
H -2.229101 -1.120024 -3.983223 0.33 0.05 -0.02
H -2.023512 1.135481 -4.474195 0.46 0.00 0.08
C -0.612599 1.558770 -2.864953 -0.13 -0.32 0.23
C 1.650413 -1.233870 -5.876796 1.25 -0.36 1.37
C -0.522912 -1.626247 -6.499220 -1.57 0.81 -0.93
O -1.153244 -1.087505 -7.392497 0.52 -0.54 0.97
O 2.553960 -1.629457 -5.162658 -0.90 0.57 -0.98
O 1.762233 -1.109084 -7.218338 0.38 0.00 0.52
O -0.385221 -2.961688 -6.427863 0.09 0.22 0.00
C -0.912735 -3.661944 -7.556054 -0.02 -0.18 0.00
H -0.740536 -4.715064 -7.341897 -0.09 0.05 -0.03
H -0.378569 -3.374384 -8.465517 -0.10 0.04 0.10
H -1.977872 -3.449824 -7.675164 0.16 -0.06 -0.01
C 3.035578 -1.530582 -7.710876 0.19 -0.03 -0.18
H 3.841187 -0.977436 -7.216753 -0.16 -0.13 -0.15
H 3.008120 -1.323659 -8.778282 0.09 0.01 0.04
H 3.178823 -2.603811 -7.537822 -0.04 0.24 0.03
O -0.809761 0.686241 -1.632147 0.25 0.45 -2.75
H -1.051135 -1.426495 -1.551562 0.11 0.71 -0.14
H -2.500139 -0.406269 -1.788384 0.07 -0.43 -0.14
C -1.506511 2.804668 -2.899073 -0.11 0.27 0.45
C 0.855812 1.978685 -2.837318 0.08 -0.04 0.24
H 1.128891 2.632781 -3.681633 -0.18 -0.22 0.24
H 1.512899 1.098344 -2.832032 -0.12 0.21 -0.03
H 1.041556 2.540266 -1.911340 -0.04 -0.20 -0.19
H -1.422007 3.422313 -1.998244 0.06 -0.17 -0.07
H -2.566480 2.546872 -3.051749 0.34 0.03 0.21
H -1.195796 3.424457 -3.762092 -0.12 -0.28 0.31
Cr -0.149451 -0.753415 2.307730 1.18 -1.22 1.72
C -2.245747 -0.663796 3.277960 -0.13 -0.71 -1.26
C -2.260093 -0.293972 1.877566 -0.36 -1.00 0.29
C -1.801298 -1.441842 1.122921 -0.92 -0.10 0.97
H -2.642887 0.640493 1.463158 0.24 -0.38 0.14
C -1.453464 -2.487222 2.062058 -1.35 0.91 0.16
C -1.751320 -2.001684 3.388362 -0.35 0.39 -1.13
H -1.737249 -2.597875 4.296475 0.48 0.36 -0.17
H -2.641063 -0.072747 4.097954 0.54 0.04 -0.19
H -1.927154 -1.576119 0.055099 0.43 0.17 0.44
H -1.138499 -3.504640 1.816974 0.10 0.54 0.07
C 1.967659 0.224146 2.360059 0.16 -1.14 -0.53
C 2.073439 -0.883748 3.265330 0.29 0.00 -1.35
C 1.740226 -2.081497 2.560703 0.36 0.96 -0.30
H 2.465794 -0.851747 4.277656 -0.60 0.10 -0.21
C 1.458852 -1.735550 1.188566 0.58 0.86 0.52
C 1.594133 -0.292966 1.056765 0.36 -0.11 0.38
H 1.543532 0.284864 0.129159 -0.07 -0.30 0.41
H 2.195081 1.261113 2.607003 -0.33 -0.38 -0.09
H 1.817735 -3.086887 2.983399 -0.32 0.43 -0.19
H 1.319136 -2.451850 0.374483 -0.27 0.36 0.34
O 0.227051 -0.643492 5.234946 -0.39 1.26 0.04
C 0.020612 0.600500 5.120999 -0.02 -0.53 -0.66
O -0.231416 1.226870 4.035515 0.26 -0.80 1.00
C 0.090318 1.415937 6.404435 -0.19 0.93 0.68
C -0.386145 2.736901 6.461297 0.21 -0.69 -0.22
C -0.316273 3.468897 7.666945 -0.68 1.38 0.03
C 0.235261 2.906176 8.825162 0.32 -0.54 0.36
C 0.704133 1.588507 8.762130 -0.54 0.76 -1.34
C 0.625935 0.838534 7.565793 0.21 -0.26 0.31
N 1.324367 1.016622 9.927738 0.60 -0.53 1.17
O 1.404250 1.712855 10.962249 0.01 -1.15 -1.21
O 1.766229 -0.147587 9.855752 -0.55 1.57 0.33
N -0.841515 4.807860 7.721234 1.09 -2.71 -0.10
O -1.347117 5.297145 6.691145 -0.55 0.52 -1.16
O -0.769542 5.426277 8.804256 0.07 0.85 1.39
H -0.820150 3.208322 5.584367 0.15 -0.14 0.18
H 0.301050 3.476518 9.748403 -0.07 -0.10 -0.37
H 0.982671 -0.188054 7.540357 -0.11 0.30 -0.05
```
Positions in Å, forces in eV/Å.

Values from the calculation:
net charge: -2
HOMO-LUMO gap (alpha / beta): 2.21 / 3.81 eV
largest force on an atom: 2.9 eV Å⁻¹
spin multiplicity: 4
calculated total energy: -85563.578 eV
lowest unoccupied orbital energy (alpha / beta): 2.809 / 2.810 eV
HOMO (alpha / beta): 0.60 / -1.00 eV
molar mass: 649.6 g mol⁻¹

Q: Which of these has the highest calculated total energy?
A: C30H33ClN4O4PRh